(1)
# C6H28O7

A cluster of 8 separate species, C6H28O7 in total (ωB97M-V/def2-TZVPD, OMol25).

ORCA input file:
```
! wB97M-V def2-TZVPD RIJCOSX def2/J DEFGRID3
* xyz 0 1
C 0.739 2.653 -1.632
C -0.595 2.932 -2.326
C -1.927 2.471 -1.713
C -1.884 0.942 -1.368
C -1.440 0.731 0.061
C -2.684 0.475 0.958
H 0.955 3.543 -1.019
H 0.721 1.709 -1.093
H 1.585 2.740 -2.321
H -0.686 4.009 -2.540
H -0.592 2.528 -3.342
H -1.998 2.975 -0.737
H -2.733 2.746 -2.378
H -1.155 0.560 -2.097
H -2.815 0.450 -1.660
H -0.810 -0.155 0.199
H -0.711 1.492 0.338
H -2.579 0.008 1.930
H -3.240 -0.191 0.300
H -3.347 1.336 0.780
H -0.514 -3.207 -1.613
H -0.242 -3.043 -3.186
O -0.850 -2.904 -2.459
H -1.710 -3.784 1.801
H -0.714 -3.143 2.757
O -1.306 -2.946 2.023
H 1.119 -1.563 2.509
H 2.156 -1.225 3.164
O 1.947 -2.051 2.692
H 2.177 -0.925 -2.709
H 1.358 -2.011 -2.014
O 2.256 -1.760 -2.245
H 1.519 0.811 3.149
H 0.091 0.818 3.193
O 0.808 0.196 3.384
H 2.294 2.849 1.353
H 2.734 1.396 1.010
O 2.404 1.961 1.699
H 2.026 -0.855 -0.068
H 1.058 -1.847 0.527
O 1.092 -1.070 -0.045
*
```

Output
E_HOMO: -0.372 hartree
total energy: -21007.493 eV
SMILES: CCCCCC.O.O.O.O.O.O.O
LUMO energy: 0.20 eV
ΔE to the lowest compared entry with this formula, charge and spin: 0.042 eV

---

(2)
# C44H33F3N2S

An isolated molecule of C44H33F3N2S (ωB97M-V/def2-TZVPD, OMol25).

ORCA input file:
```
! wB97M-V def2-TZVPD RIJCOSX def2/J DEFGRID3
* xyz 0 1
F -6.955 0.541 -3.621
C -6.475 -0.562 -4.271
F -7.019 -1.652 -3.655
F -7.001 -0.526 -5.540
C -4.958 -0.602 -4.278
C -4.301 -1.834 -4.312
C -2.931 -1.864 -4.100
C -2.250 -0.671 -3.743
S -0.651 -0.737 -3.002
C -2.887 0.572 -4.025
C -4.254 0.602 -4.248
H -4.860 -2.750 -4.474
H -2.371 -2.794 -4.135
H -2.301 1.486 -4.001
H -4.780 1.544 -4.373
C -5.044 1.644 5.675
C -5.855 1.377 4.569
C -5.373 1.617 3.285
C -4.074 2.125 3.105
N -3.591 2.356 1.776
C -3.615 3.673 1.219
C -2.591 4.572 1.538
C -2.633 5.876 1.044
C -3.680 6.278 0.216
C -4.692 5.378 -0.113
C -4.663 4.075 0.381
C -2.774 1.384 1.146
C -3.203 0.820 -0.068
C -2.426 -0.137 -0.690
C -1.138 -0.426 -0.258
C -0.329 -1.312 -1.165
C 1.142 -1.522 -0.818
C 1.706 -2.788 -0.998
C 3.042 -3.039 -0.707
C 3.894 -1.982 -0.328
N 5.261 -2.207 -0.145
C 6.189 -1.129 -0.323
C 6.587 -0.366 0.779
C 7.424 0.736 0.592
C 7.904 1.042 -0.682
C 7.579 0.228 -1.769
C 6.719 -0.856 -1.596
C 5.741 -3.446 0.399
C 6.287 -4.440 -0.429
C 6.811 -5.608 0.131
C 6.817 -5.780 1.516
C 6.295 -4.785 2.345
C 5.747 -3.628 1.790
C 3.337 -0.704 -0.148
C 1.970 -0.483 -0.374
C -0.715 0.103 0.967
C -1.548 0.978 1.684
C -3.283 2.433 4.212
C -3.767 2.182 5.500
H -5.413 1.437 6.677
H -6.862 0.976 4.700
H -5.981 1.427 2.399
H -1.779 4.236 2.185
H -1.838 6.569 1.306
H -3.700 7.291 -0.183
H -5.508 5.684 -0.764
H -5.448 3.357 0.141
H -4.159 1.131 -0.499
H -2.865 -0.688 -1.524
H -0.803 -2.309 -1.230
H 1.055 -3.604 -1.318
H 3.447 -4.045 -0.834
H 6.230 -0.648 1.770
H 7.691 1.350 1.449
H 8.542 1.910 -0.826
H 7.986 0.438 -2.758
H 6.456 -1.513 -2.428
H 6.287 -4.282 -1.509
H 7.208 -6.385 -0.522
H 7.220 -6.691 1.951
H 6.303 -4.902 3.428
H 5.327 -2.840 2.419
H 3.983 0.115 0.180
H 1.558 0.501 -0.143
H 0.251 -0.163 1.397
H -1.221 1.382 2.646
H -2.295 2.868 4.050
H -3.135 2.406 6.359
*
```

Output
E_HOMO: -0.291 hartree
total energy: -68130.815 eV
SMILES: FC(F)(F)c1ccc(SC(c2ccc(N(c3ccccc3)c3ccccc3)cc2)c2ccc(N(c3ccccc3)c3ccccc3)cc2)cc1
LUMO energy: -0.11 eV

---

(3)
# C3H3MnO3

A structure of composition C3H3MnO3 (ωB97M-V/def2-TZVPD, OMol25).

ORCA input file:
```
! wB97M-V def2-TZVPD RIJCOSX def2/J DEFGRID3
* xyz 2 7
C -0.515 0.179 -0.248
C -1.764 -0.345 -0.443
O -0.273 1.453 -0.223
H -1.895 -1.426 -0.468
H -2.631 0.316 -0.515
H 0.371 1.676 0.477
O 2.060 -0.201 0.313
C 1.114 -0.956 0.083
O 0.937 -2.118 -0.030
Mn 2.596 1.422 1.054
*
```

Output
E_HOMO (spin up / spin down): -0.696 / -0.691 hartree
total energy: -40597.801 eV
LUMO energy (spin up / spin down): -12.31 / -12.71 eV
ΔE to the lowest compared entry with this formula, charge and spin: 2.519 eV
<S²>: 12.014

---

(4)
# C4H12NOS

A cluster of 2 separate species, C4H12NOS in total (ωB97M-V/def2-TZVPD, OMol25).

ORCA input file:
```
! wB97M-V def2-TZVPD RIJCOSX def2/J DEFGRID3
* xyz -1 1
C 0.568 1.000 -0.246
C -0.469 0.867 -1.381
S 0.119 1.633 -2.837
C 0.265 0.382 1.162
N -0.065 -1.077 1.000
C -1.518 -1.504 0.931
H 1.460 0.499 -0.596
H 0.789 2.028 -0.085
H -1.585 1.125 -1.108
H -0.467 -0.338 -1.599
H 1.214 0.457 1.767
H -0.529 0.904 1.705
H 0.373 -1.290 0.094
H -1.989 -1.030 1.901
H -1.529 -2.621 0.990
H -2.043 -1.175 0.121
H 0.543 -2.123 2.469
H 0.401 -1.958 3.886
O 1.104 -2.192 3.256
*
```

Output
E_HOMO: -0.087 hartree
total energy: -18715.198 eV
LUMO energy: 3.37 eV
ΔE to the lowest compared entry with this formula, charge and spin: 1.556 eV

---

(5)
# C18H24O18

A cluster of 6 separate species, C18H24O18 in total (ωB97M-V/def2-TZVPD, OMol25).

ORCA input file:
```
! wB97M-V def2-TZVPD RIJCOSX def2/J DEFGRID3
* xyz 0 1
C -2.734 4.292 -9.551
C -2.453 5.405 -8.500
O -2.191 4.668 -7.358
C -2.522 3.377 -7.500
O -2.450 2.599 -6.608
O -2.853 3.169 -8.710
H -1.968 4.312 -10.326
H -3.703 4.459 -10.021
H -3.315 6.073 -8.499
H -1.683 6.078 -8.875
C -3.627 -4.875 5.969
C -3.072 -5.612 7.125
O -2.708 -6.894 6.587
C -3.026 -7.018 5.333
O -2.837 -7.922 4.541
O -3.687 -5.968 5.004
H -2.985 -4.052 5.657
H -4.681 -4.597 5.953
H -3.792 -5.727 7.936
H -2.188 -5.055 7.436
C 4.751 -6.770 5.482
C 5.451 -7.862 4.699
O 5.170 -8.934 5.585
C 4.138 -8.639 6.247
O 3.547 -9.319 7.097
O 3.814 -7.440 6.033
H 4.461 -6.063 4.705
H 5.256 -6.208 6.268
H 6.458 -7.447 4.663
H 5.099 -8.056 3.686
C 0.526 1.507 0.527
C -0.945 1.300 0.463
O -1.016 0.396 1.485
C 0.168 -0.214 1.766
O 0.346 -1.120 2.603
O 1.058 0.222 0.952
H 0.943 2.355 1.070
H 0.765 1.712 -0.516
H -1.268 0.912 -0.503
H -1.543 2.127 0.847
C 8.394 2.608 -0.522
C 9.027 3.073 -1.818
O 7.935 2.899 -2.709
C 7.010 1.949 -2.205
O 5.998 1.444 -2.730
O 7.282 1.823 -0.874
H 8.191 3.524 0.034
H 9.059 1.916 -0.004
H 9.818 2.431 -2.206
H 9.329 4.117 -1.732
C -6.196 5.425 -2.492
C -7.460 4.917 -3.153
O -8.326 5.839 -2.536
C -7.793 6.371 -1.398
O -8.410 7.116 -0.651
O -6.580 5.879 -1.237
H -5.647 6.177 -3.060
H -5.449 4.666 -2.259
H -7.664 3.859 -2.990
H -7.222 4.795 -4.210
*
```

Output
E_HOMO: -0.377 hartree
total energy: -55904.965 eV
SMILES: O=C1OCCO1.O=C1OCCO1.O=C1OCCO1.O=C1OCCO1.O=C1OCCO1.O=C1OCCO1
LUMO energy: 0.11 eV
ΔE to the lowest compared entry with this formula, charge and spin: 5.512 eV

---

(6)
# C38H61BrF2N5O3P

A cluster of 4 separate species, C38H61BrF2N5O3P in total (ωB97M-V/def2-TZVPD, OMol25).

ORCA input file:
```
! wB97M-V def2-TZVPD RIJCOSX def2/J DEFGRID3
* xyz 0 1
C -2.717 -3.491 -3.918
C -3.457 -3.182 -5.213
C -3.584 -1.669 -5.451
C -2.392 -0.806 -4.991
C -2.285 0.397 -5.942
C -3.484 1.326 -5.809
C -3.453 2.185 -4.515
C -4.700 2.064 -3.612
C -4.405 1.782 -2.136
C -3.793 3.042 -1.470
C -2.263 2.955 -1.196
C -1.662 4.279 -1.622
C -0.172 4.681 -1.443
P 1.164 3.423 -1.486
C 1.033 1.747 -2.271
C 1.129 0.571 -1.328
C 0.096 0.051 -0.575
C 0.273 -1.037 0.238
C 1.485 -1.692 0.311
C 2.519 -1.201 -0.452
C 2.336 -0.100 -1.260
O 0.578 2.675 0.037
C 0.188 3.364 1.027
N -0.158 4.034 1.901
C 2.820 3.698 -0.708
Br 2.866 5.494 0.096
C 3.297 2.625 0.296
C 3.482 3.024 1.766
N 1.782 4.048 -3.130
C 1.071 3.771 -4.293
O 0.064 4.257 -4.688
F 1.667 2.842 -5.039
C 2.518 5.235 -3.266
O 3.571 5.300 -3.808
F 1.975 6.340 -2.781
H -3.065 -2.825 -3.133
H -1.653 -3.318 -3.997
H -2.858 -4.508 -3.568
H -4.434 -3.640 -5.119
H -2.909 -3.662 -6.016
H -4.457 -1.335 -4.903
H -3.699 -1.511 -6.518
H -1.441 -1.327 -5.016
H -2.562 -0.405 -3.996
H -2.305 -0.025 -6.945
H -1.358 0.948 -5.811
H -3.460 2.006 -6.653
H -4.402 0.754 -5.870
H -2.546 1.940 -3.969
H -3.353 3.217 -4.831
H -5.330 1.291 -4.037
H -5.247 3.001 -3.637
H -3.767 0.904 -2.033
H -5.340 1.516 -1.652
H -3.995 3.838 -2.178
H -4.292 3.192 -0.522
H -1.890 2.152 -1.813
H -2.165 2.679 -0.153
H -1.922 4.391 -2.669
H -2.222 5.067 -1.125
H -0.043 5.386 -2.247
H -0.041 5.327 -0.583
H 1.879 1.648 -2.933
H 0.100 1.666 -2.820
H -0.879 0.507 -0.607
H -0.543 -1.410 0.832
H 1.615 -2.567 0.924
H 3.477 -1.693 -0.443
H 3.168 0.249 -1.857
H 3.585 3.752 -1.464
H 4.296 2.321 0.000
H 2.724 1.710 0.315
H 2.588 3.431 2.218
H 4.363 3.629 1.920
H 3.677 2.087 2.283
C 4.546 -6.923 1.741
C 4.853 -5.515 2.239
C 3.662 -4.858 2.946
C 2.521 -4.734 2.045
N 1.632 -4.640 1.325
H 3.749 -6.917 0.997
H 5.427 -7.364 1.274
H 4.241 -7.573 2.564
H 5.164 -4.895 1.396
H 5.693 -5.554 2.935
H 3.925 -3.861 3.299
H 3.354 -5.446 3.811
C -2.475 -3.498 4.556
C -2.103 -2.072 4.951
C -1.013 -1.469 4.059
C 0.214 -2.257 4.145
N 1.174 -2.882 4.209
H -1.626 -4.175 4.658
H -3.271 -3.875 5.198
H -2.825 -3.544 3.522
H -1.769 -2.059 5.987
H -2.991 -1.441 4.894
H -0.793 -0.448 4.370
H -1.343 -1.445 3.020
C 2.417 -2.491 7.640
C 2.739 -1.083 8.126
C 1.553 -0.405 8.823
C 0.414 -0.272 7.917
N -0.481 -0.165 7.206
H 1.626 -2.486 6.890
H 3.294 -2.946 7.179
H 2.101 -3.129 8.468
H 3.061 -0.473 7.280
H 3.575 -1.125 8.826
H 1.832 0.590 9.169
H 1.239 -0.987 9.691
*
```

Output
E_HOMO: -0.341 hartree
total energy: -138753.730 eV
SMILES: CCCCCCCCCCCCCP(Cc1ccccc1)(OC#N)([C@@H](Br)CC)N(C(=O)F)C(=O)F.CCCC#N.CCCC#N.CCCC#N
LUMO energy: 0.32 eV

---

(7)
# C43H62O36

A cluster of 12 separate species, C43H62O36 in total (ωB97M-V/def2-TZVPD, OMol25).

ORCA input file:
```
! wB97M-V def2-TZVPD RIJCOSX def2/J DEFGRID3
* xyz 1 2
C -1.444 -4.346 4.082
C -2.019 -4.827 2.767
O -3.443 -4.704 3.012
C -3.689 -4.408 4.234
O -4.833 -4.521 4.795
O -2.554 -4.022 4.827
H -0.787 -3.478 4.042
H -0.826 -5.156 4.470
H -1.756 -5.875 2.628
H -1.760 -4.208 1.908
C 4.665 0.574 -0.271
C 5.594 1.737 -0.123
O 5.236 2.171 1.161
C 4.377 1.378 1.753
O 3.887 1.464 2.891
O 3.955 0.494 0.917
H 5.114 -0.369 -0.581
H 3.967 0.825 -1.069
H 5.433 2.405 -0.969
H 6.663 1.539 -0.050
C -0.822 2.401 2.910
C 0.518 2.156 2.249
O 1.263 3.243 2.768
C 0.740 3.677 3.896
O 1.375 4.339 4.729
O -0.455 3.183 4.038
H -1.234 1.409 3.092
H -1.522 3.003 2.330
H 0.343 2.166 1.174
H 0.963 1.176 2.420
C -6.316 -2.979 -1.225
C -5.163 -3.618 -0.504
O -4.042 -2.887 -0.974
C -4.460 -1.990 -1.869
O -3.693 -1.256 -2.506
O -5.753 -2.098 -2.047
H -6.996 -2.524 -0.504
H -6.888 -3.727 -1.773
H -5.081 -4.612 -0.943
H -5.305 -3.541 0.574
C 3.836 -3.631 0.892
C 2.598 -2.640 0.926
O 1.516 -3.524 0.790
C 1.869 -4.786 1.118
O 1.028 -5.648 1.358
O 3.241 -4.912 1.186
H 4.604 -3.342 1.610
H 4.329 -3.596 -0.080
H 2.643 -1.945 0.088
H 2.498 -2.093 1.864
C 0.738 3.605 -5.318
C 1.269 2.471 -4.412
C 1.775 1.338 -5.145
O 3.097 1.211 -4.765
C 3.428 2.082 -3.888
O 4.536 2.259 -3.331
O 2.441 2.902 -3.688
H 0.151 4.240 -4.655
H 0.150 3.236 -6.159
H 1.501 4.232 -5.779
H 0.521 2.142 -3.690
H 1.844 1.421 -6.230
H 1.259 0.382 -5.061
C -5.275 -0.001 4.277
C -4.899 -0.391 2.783
C -5.932 -0.123 1.748
O -5.263 0.652 0.794
C -4.166 1.121 1.214
O -3.443 1.923 0.573
O -3.899 0.535 2.350
H -5.584 1.042 4.344
H -4.513 -0.317 4.990
H -6.086 -0.628 4.646
H -4.441 -1.371 2.650
H -6.756 0.334 2.296
H -6.347 -1.078 1.426
C -2.942 3.260 -4.328
C -2.920 1.825 -3.833
C -3.943 0.969 -4.604
O -3.142 0.111 -5.449
C -1.791 0.261 -5.148
O -0.842 -0.336 -5.620
O -1.650 1.217 -4.234
H -3.869 3.814 -4.187
H -2.713 3.157 -5.389
H -2.179 3.803 -3.770
H -2.912 1.699 -2.750
H -4.543 1.720 -5.117
H -4.527 0.414 -3.870
C 1.275 -0.570 -1.804
C 0.318 -0.001 -0.783
C -1.132 -0.245 -1.225
O -1.659 -0.794 -0.008
C -0.725 -0.965 0.876
O -0.942 -1.395 1.964
O 0.390 -0.652 0.434
H 2.283 -0.387 -1.431
H 1.126 -0.354 -2.862
H 1.228 -1.659 -1.794
H 0.531 1.065 -0.707
H -1.227 -0.904 -2.088
H -1.731 0.630 -1.477
C 6.650 -0.485 -2.995
C 5.500 -1.253 -3.580
C 5.761 -2.516 -4.492
O 4.745 -3.380 -3.983
C 4.174 -2.937 -2.897
O 3.167 -3.466 -2.431
O 4.736 -1.733 -2.532
H 7.399 -0.972 -2.371
H 6.250 0.356 -2.429
H 7.293 -0.103 -3.789
H 4.949 -0.517 -4.165
H 6.725 -2.938 -4.207
H 5.600 -2.390 -5.563
C -1.038 -0.874 5.565
C -0.804 -1.796 6.734
C -0.345 -1.070 8.014
O -1.148 -1.548 9.025
C -1.982 -2.432 8.519
O -2.651 -3.298 9.117
O -1.991 -2.356 7.148
H -0.135 -0.266 5.521
H -1.927 -0.272 5.752
H -1.062 -1.297 4.561
H -0.158 -2.626 6.447
H -0.473 0.009 7.924
H 0.739 -1.180 8.037
C 3.281 4.803 -1.209
C 1.825 5.045 -0.899
C 0.930 5.933 -1.739
O -0.275 5.171 -1.858
C -0.077 3.952 -1.613
O -0.934 3.094 -1.817
O 1.152 3.842 -0.992
H 3.423 4.806 -2.290
H 3.614 3.838 -0.828
H 3.843 5.551 -0.650
H 1.821 5.351 0.147
H 1.406 6.088 -2.708
H 0.739 6.885 -1.244
*
```

Output
E_HOMO (spin up / spin down): -0.434 / -0.434 hartree
total energy: -119294.426 eV
LUMO energy (spin up / spin down): -3.45 / -9.70 eV
<S²>: 0.755

---

(8)
# C2H4N2OS2

An isolated molecule of C2H4N2OS2 (ωB97M-V/def2-TZVPD, OMol25).

ORCA input file:
```
! wB97M-V def2-TZVPD RIJCOSX def2/J DEFGRID3
* xyz 0 1
C -0.497 -0.114 -0.315
C -0.208 2.387 -0.376
H 1.207 -1.294 2.439
H 1.143 0.741 0.565
H -1.669 1.356 -1.274
H -0.660 3.242 -0.854
N 0.505 -0.076 0.554
N -0.926 1.212 -0.580
O 0.794 2.508 0.304
S 1.324 -1.506 1.080
S -1.274 -1.349 -1.016
*
```

Output
E_HOMO: -0.325 hartree
total energy: -28836.720 eV
SMILES: O=CNC(=S)NS
LUMO energy: 0.32 eV
ΔE to the lowest compared entry with this formula, charge and spin: 0.363 eV

---

(9)
# C2H2F3NO2S

An isolated molecule of C2H2F3NO2S (ωB97M-V/def2-TZVPD, OMol25).

ORCA input file:
```
! wB97M-V def2-TZVPD RIJCOSX def2/J DEFGRID3
* xyz 0 1
C -0.336 0.351 0.040
C 1.004 1.198 -0.028
N -1.514 0.641 -0.156
O 1.115 -2.521 0.598
O -1.185 -2.143 0.038
F 1.837 0.583 -0.998
F 0.878 2.511 -0.230
F 1.656 1.020 1.207
S 0.345 -1.671 -0.187
H -1.820 1.640 -0.204
H -1.979 -1.609 -0.081
*
```

Output
E_HOMO: -0.336 hartree
total energy: -26676.352 eV
LUMO energy: 0.18 eV
ΔE to the lowest compared entry with this formula, charge and spin: 1.003 eV

---

(10)
# C3H4BrIO2

A structure of composition C3H4BrIO2 (ωB97M-V/def2-TZVPD, OMol25).

ORCA input file:
```
! wB97M-V def2-TZVPD RIJCOSX def2/J DEFGRID3
* xyz 0 1
C -0.096 0.696 -0.120
C 1.227 0.558 -0.694
C -1.011 -1.109 -0.138
O 0.145 0.856 1.275
O 2.145 0.421 0.071
Br -2.828 -0.838 -0.963
I -0.889 -1.712 1.759
H -0.750 1.593 -0.304
H 1.445 0.614 -1.720
H -0.597 -1.771 -0.904
H 1.210 0.692 1.738
*
```

Output
E_HOMO: -0.348 hartree
total energy: -85410.068 eV
LUMO energy: -0.29 eV
ΔE to the lowest compared entry with this formula, charge and spin: 3.789 eV

---

- Which formula does entry 8 have?
  C2H4N2OS2

---

- Which formula does entry 5 have?
  C18H24O18

---

- What is the total energy in the ninth record?
  -26676.352 eV